Record 1
DFT (ωB97M-V/def2-TZVPD) results for 11 unconnected molecules or ions with the total composition C24H76N6O11.

```
! wB97M-V def2-TZVPD RIJCOSX def2/J DEFGRID3
* xyz 0 1
O 0.681 -1.029 -1.379
O 1.205 3.303 -3.176
O 5.681 -2.764 -1.776
O -1.259 4.914 -1.951
O 1.216 -2.060 -5.602
O 1.457 6.425 2.788
O 4.399 1.380 0.814
O -4.000 -3.461 -5.007
O -0.011 -3.004 3.973
O 3.077 1.282 -2.516
O -1.861 2.475 5.356
N -3.779 3.466 3.286
N 3.889 -2.091 -3.946
N -5.386 -5.733 -3.765
N 1.465 1.350 -0.106
N -3.419 -4.157 3.350
N 1.125 6.169 -0.010
C -0.755 1.828 5.916
C -2.802 -2.950 -4.434
C -0.957 1.895 0.222
C 0.353 -1.858 -2.472
C 6.129 -3.725 -0.865
C 2.701 4.526 0.851
C 5.114 -3.637 -5.378
C -3.070 5.033 5.059
C -5.138 -3.311 -4.185
C -2.257 -3.736 4.151
C 4.765 -3.266 -3.943
C 0.983 -2.521 3.107
C -1.502 3.268 4.243
C -6.020 -4.531 -4.332
C 1.276 4.985 0.885
C -2.001 -4.667 5.332
C 0.817 5.263 2.313
C -7.356 -4.292 -3.647
C 6.028 -3.015 -3.137
C -1.062 -3.649 3.256
C 1.096 6.709 4.117
C 0.104 0.814 0.050
C -0.271 0.015 -1.185
C -2.638 4.169 3.887
H 5.655 -4.711 -1.006
H -2.741 -4.581 6.126
H -1.016 -4.437 5.756
H -1.926 1.411 0.364
H 1.427 -1.488 -6.345
H 1.753 6.870 0.377
H 3.399 5.144 1.418
H 6.654 -3.913 -3.198
H 6.564 -2.124 -3.474
H 2.021 -2.059 -5.064
H -7.247 -4.117 -2.576
H -0.107 -1.286 -3.287
H -2.472 -2.749 4.562
H 2.726 3.560 1.377
H 3.721 1.614 0.172
H -5.694 -2.403 -4.463
H -0.601 3.854 4.497
H -5.222 -5.580 -2.776
H -0.375 -2.625 -2.178
H 1.355 -3.304 2.432
H 5.213 1.751 0.466
H -3.493 4.454 5.878
H -1.183 2.614 3.415
H 4.170 -3.602 -5.928
H -1.282 -0.404 -1.171
H -4.833 -3.188 -3.136
H -1.316 -3.025 2.387
H -3.969 2.590 3.760
H -2.294 4.829 3.084
H 3.129 4.282 -0.120
H -2.848 -1.858 -4.404
H -1.029 2.592 -0.615
H 7.209 -3.915 -0.952
H -3.771 5.797 4.731
H 0.081 0.149 0.917
H 5.512 -4.639 -5.504
H -0.173 0.671 -2.069
H -0.271 5.410 2.293
H -3.169 -4.966 2.791
H 5.754 -2.853 -5.785
H -3.579 3.256 2.317
H 1.914 1.027 -0.959
H -0.225 1.239 5.153
H 4.243 -4.065 -3.412
H -7.903 -3.465 -4.104
H 0.620 -1.682 2.500
H -0.680 -4.614 2.899
H -0.323 4.723 -2.073
H 5.900 -3.390 0.143
H -1.089 1.148 6.698
H 4.404 -1.238 -4.135
H 1.884 3.983 -3.202
H -0.044 2.530 6.373
H 0.628 4.220 0.454
H -8.004 -5.159 -3.798
H 1.559 7.649 4.417
H -0.717 2.489 1.108
H -4.500 -5.880 -4.232
H 1.218 2.995 -2.262
H 2.420 1.154 -3.209
H -6.141 -4.722 -5.400
H -1.911 -5.712 5.020
H 1.832 -2.190 3.704
H -2.199 5.539 5.493
H 0.012 6.888 4.193
H -2.638 -3.417 -3.460
H 1.283 -2.296 -2.820
H -4.165 -4.444 3.971
H 2.043 0.975 0.637
H -1.994 -3.238 -5.104
H 0.200 6.576 0.105
H 3.498 -1.980 -3.015
H 3.913 1.375 -2.980
H -1.271 5.829 -1.659
H 1.101 4.397 2.926
H 1.388 5.918 4.814
*
```

E_LUMO: 0.0026 Eh
Energy above the lowest of the compared OMol25 structures with the same formula, charge and spin: 90.5 kJ/mol
Energy: -57580.8673 eV
SMILES string: COC[C@H](C)N.COC[C@H](C)N.COC[C@H](C)N.COC[C@H](C)N.COC[C@H](C)N.COC[C@H](C)N.O.O.O.O.O
E_HOMO: -9.026 eV
Gap between HOMO and LUMO: 9.1 eV



Record 2
DFT (ωB97M-V/def2-TZVPD) results for a molecular structure, C17H23AuN7O4PS.

```
! wB97M-V def2-TZVPD RIJCOSX def2/J DEFGRID3
* xyz 2 1
Au -0.270 -1.390 -0.399
S 1.233 -1.933 3.818
P 1.746 -1.666 -1.507
O -7.023 -1.539 -3.556
O -1.025 -0.970 -2.205
O -8.007 -1.909 -1.668
O -2.126 -2.052 0.274
N -0.814 -3.089 2.502
N 4.263 -2.534 -1.472
N 1.692 -0.733 1.612
N -7.033 -1.742 -2.364
N 0.592 -1.542 1.408
N 2.872 -3.155 -3.379
N 3.638 -0.858 -3.126
C -2.246 -1.139 -2.526
C 3.303 -1.929 -4.061
C 2.133 -0.819 2.813
C 4.661 -1.317 -2.190
C -5.662 -2.125 -0.326
C 4.511 -1.012 3.596
C -5.720 -1.790 -1.687
C 3.186 -2.267 -0.531
C 0.210 -2.249 2.471
C 3.322 -0.084 3.335
C -3.337 -1.531 -1.743
C 3.907 -3.579 -2.435
C -4.455 -2.181 0.322
C 2.465 -0.285 -2.476
C 1.563 -3.003 -2.763
C -3.259 -1.905 -0.363
C -4.601 -1.496 -2.393
H 0.824 -2.713 -3.512
H 3.039 0.436 4.252
H -1.076 -3.532 3.368
H 1.754 0.069 -3.224
H 4.885 -0.528 -1.471
H 2.906 -3.177 0.005
H -2.447 -0.886 -3.569
H 1.238 -3.928 -2.283
H -6.587 -2.338 0.194
H 3.575 -4.470 -1.902
H 4.799 -3.834 -3.006
H -4.400 -2.451 1.367
H 2.519 -1.595 -4.741
H -1.477 -3.094 1.733
H 4.253 -1.814 4.290
H 3.478 -1.508 0.190
H -4.683 -1.230 -3.439
H 5.329 -0.446 4.037
H 5.566 -1.535 -2.755
H 4.191 -2.162 -4.648
H 3.572 0.679 2.597
H 4.872 -1.464 2.672
H 2.738 0.540 -1.817
*
```

E_LUMO: -0.2956 Eh
Energy above the lowest of the compared OMol25 structures with the same formula, charge and spin: 36.8 kJ/mol
Energy: -60420.3256 eV
E_HOMO: -14.687 eV
Gap between HOMO and LUMO: 6.6 eV



Record 3
DFT (ωB97M-V/def2-TZVPD) results for a molecular structure, C24H36BBr42NO4P.

```
! wB97M-V def2-TZVPD RIJCOSX def2/J DEFGRID3
* xyz -1 1
Br 2.655 -4.644 4.358
Br -7.765 1.511 5.094
Br -5.465 -4.971 -3.304
Br 0.643 4.982 -2.819
Br 1.900 10.004 -12.176
Br -3.349 -7.616 7.279
Br 1.147 -2.615 7.018
Br 4.198 -10.154 5.482
Br 1.430 -8.982 4.345
Br -6.448 4.208 3.948
Br -0.125 -12.405 -1.393
Br -1.213 5.834 -0.341
Br 4.825 7.087 -2.987
Br 9.169 -2.935 6.207
Br 9.002 -2.362 9.364
Br 5.432 -5.815 5.500
Br -0.933 1.924 -5.196
Br -2.122 11.370 -11.545
Br 0.909 1.065 -7.684
Br 1.872 6.728 -0.421
Br 6.763 9.647 -3.055
Br 1.286 0.547 7.572
Br -3.829 -2.733 -1.678
Br -2.958 10.064 -8.732
Br 4.855 -5.833 2.335
Br -1.404 -5.059 7.247
Br 5.650 8.400 -5.799
Br -6.236 -4.310 -0.256
Br -0.951 8.879 -3.923
Br -2.520 -6.262 4.485
Br 3.623 -10.173 2.322
Br 0.565 10.470 -15.061
Br -0.636 -10.188 0.875
Br -1.012 12.618 -8.802
Br 0.778 9.922 -6.420
Br 2.149 2.816 -5.293
Br -0.960 -0.637 5.606
Br 8.273 -5.273 8.217
Br -0.477 8.090 -13.173
Br -0.169 -13.255 1.706
Br 2.198 9.433 -3.581
Br -4.573 1.862 5.087
P -2.097 -2.220 1.517
O 0.412 -4.734 4.669
O 0.612 -4.490 3.352
O -2.293 -5.537 0.837
O -2.194 -0.790 2.143
N -0.113 -4.274 0.854
C 0.697 -1.496 -0.591
C 0.841 -0.840 6.291
C -0.370 -0.359 -0.960
C -1.974 -6.655 6.303
C -0.053 1.082 -0.281
C 4.076 -5.941 4.111
C -3.682 1.145 0.060
C -1.290 2.086 -0.600
C -4.812 -4.400 -1.568
C -2.442 2.068 0.519
C 0.248 -11.854 0.430
C -4.947 1.469 1.022
C 0.829 -1.838 0.971
C 0.561 2.411 -6.331
C -1.244 -4.860 0.769
C -1.580 11.007 -9.719
C 8.273 -3.365 7.872
C 0.289 6.324 -1.465
C 0.564 9.948 -4.493
C -6.285 2.759 5.227
C 6.198 8.036 -3.974
C 2.846 -10.282 4.096
C 0.082 -3.118 3.166
C 1.043 9.170 -13.703
B -0.295 -2.885 1.553
H 1.773 8.497 -14.150
H 1.850 -2.374 1.101
H -5.109 2.612 1.052
H -3.461 0.029 0.075
H -0.839 -3.036 3.849
H -0.951 3.160 -0.791
H -3.975 1.448 -1.001
H -0.267 -0.171 -2.098
H -2.899 -3.106 2.312
H 0.352 10.977 -4.210
H -5.910 0.992 0.599
H 0.482 -2.411 -1.245
H -4.110 -5.161 -1.225
H 1.518 -0.722 5.446
H 0.011 7.238 -1.987
H 0.893 -0.901 1.647
H 3.623 -6.927 4.199
H -1.462 -0.653 -0.796
H 2.392 -11.268 4.185
H -6.332 3.204 6.219
H -1.109 -7.313 6.241
H -2.668 -2.247 0.186
H 0.846 1.498 -0.879
H 7.064 7.379 -4.027
H 0.175 0.998 0.835
H 7.233 -3.062 7.761
H 0.895 -2.358 3.463
H -1.785 1.736 -1.586
H 1.731 -1.105 -0.931
H -0.716 10.347 -9.769
H 1.320 -11.674 0.495
H -2.867 3.145 0.572
H -2.043 1.797 1.554
H 0.281 3.324 -6.854
H -4.781 1.071 2.075
H 0.718 -3.928 5.172
*
```

E_LUMO: 0.0178 Eh
Energy: -2986893.2392 eV
E_HOMO: -5.753 eV
Gap between HOMO and LUMO: 6.2 eV



Record 4
DFT (ωB97M-V/def2-TZVPD) results for 2 unconnected molecules or ions with the total composition C3H10NO2.

```
! wB97M-V def2-TZVPD RIJCOSX def2/J DEFGRID3
* xyz 1 1
O -1.404 1.565 -0.452
O -0.734 -0.004 -1.793
N -0.287 -0.768 0.902
C -0.457 1.076 -1.149
C 0.467 -1.869 1.586
C 0.904 1.631 -0.945
H 1.577 1.307 -1.756
H -0.192 -2.189 2.459
H -1.168 -1.146 0.573
H -2.201 0.857 -0.405
H 0.433 -2.826 0.916
H 0.044 -0.156 -2.414
H 1.275 1.321 -0.012
H 0.811 2.759 -0.941
H 1.415 -1.545 1.809
H -0.481 -0.014 1.621
*
```

E_LUMO: -0.1686 Eh
Energy above the lowest of the compared OMol25 structures with the same formula, charge and spin: 203.3 kJ/mol
Energy: -8850.2338 eV
E_HOMO: -13.461 eV
Gap between HOMO and LUMO: 8.9 eV



Record 5
DFT (ωB97M-V/def2-TZVPD) results for 2 unconnected molecules or ions with the total composition C5H10N.

```
! wB97M-V def2-TZVPD RIJCOSX def2/J DEFGRID3
* xyz 1 1
N -1.008 -1.429 1.488
C -0.741 1.081 -0.824
C 0.307 -1.194 1.203
C -2.057 1.275 -1.004
C 1.040 -0.671 0.303
C 2.170 -0.039 -0.197
H -2.415 2.300 -1.231
H 3.051 -0.666 -0.487
H -2.808 0.455 -0.944
H 2.549 0.937 0.150
H -0.248 0.113 -0.501
H 0.960 -1.936 1.701
H -1.371 -1.670 2.474
H -0.054 1.816 -1.132
H 1.874 0.261 -1.305
H -1.673 -0.797 1.041
*
```

E_LUMO: -0.2236 Eh
Energy above the lowest of the compared OMol25 structures with the same formula, charge and spin: 459.8 kJ/mol
Energy: -6825.4366 eV
E_HOMO: -14.307 eV
Gap between HOMO and LUMO: 8.2 eV



Record 6
DFT (ωB97M-V/def2-TZVPD) results for 2 unconnected molecules or ions with the total composition C2H7Cl2N2.

```
! wB97M-V def2-TZVPD RIJCOSX def2/J DEFGRID3
* xyz 1 1
Cl 3.141 -2.229 1.065
Cl 0.620 -2.625 -0.155
N 1.613 -0.250 0.190
N -0.526 1.016 -0.409
C 1.844 -1.466 0.331
C -1.937 0.592 -0.006
H -2.639 1.325 -0.229
H -0.427 1.321 -1.350
H -1.668 0.385 1.051
H 0.111 0.157 -0.352
H -0.412 1.718 0.203
H -2.142 -0.283 -0.666
H 2.421 0.338 0.326
*
```

E_LUMO: -0.1228 Eh
Energy above the lowest of the compared OMol25 structures with the same formula, charge and spin: 22.7 kJ/mol
Energy: -30205.0167 eV
E_HOMO: -15.100 eV
Gap between HOMO and LUMO: 11.8 eV